Record 1
The following is a quantum chemistry calculation of an isolated ion of composition C3H4O2P and charge -1 at a distorted geometry, from OMol25.

```
10
Properties=species:S:1:pos:R:3:forces:R:3
C -0.9537 1.0867 -0.0028 3.99 -1.60 2.23
C 0.5091 0.2848 0.6430 -3.69 2.40 -2.91
C -1.8871 -0.0042 -0.3282 -1.93 -0.37 0.48
O 0.7233 -0.9760 -0.1057 0.45 -0.03 -0.16
O 3.1504 -0.0977 0.3368 -0.10 0.86 -0.27
P 1.7730 0.2382 -0.6445 -0.02 -0.94 2.16
H -3.0060 0.4633 -0.5168 2.60 -1.52 -0.15
H -1.3726 -0.5985 -1.1951 -1.23 0.71 1.19
H -1.9960 -0.7199 0.5936 0.29 1.01 -1.73
H 3.0597 0.3232 1.2197 -0.35 -0.51 -0.84
```
Positions in Å, forces in eV/Å.

multiplicity = 1
ΔE to the lowest compared entry with this formula, charge and spin = 128.1 kcal per mole
net charge = -1
DFT total energy = -608.37687 Ha
E_HOMO = -0.0964 hartree
LUMO energy = 4.3 eV

---

Record 2
The following is a quantum chemistry calculation of a 3-piece molecular cluster, C2H8O5Si overall at a distorted geometry, from OMol25.

```
16
Properties=species:S:1:pos:R:3:forces:R:3
O 0.8405 1.4922 0.4757 0.89 -0.71 0.19
Si 1.8528 0.3437 0.3528 0.01 0.45 -1.21
O 2.0541 -0.9020 1.4126 -0.73 3.36 0.50
O 3.1399 0.3071 -0.6896 -0.32 0.01 0.80
H 2.1397 -1.6843 0.9511 0.57 -3.01 -1.31
H 3.1417 0.8516 -1.4866 -0.16 -0.02 0.43
C -2.1056 0.8637 0.8608 -1.53 -1.34 1.16
C -2.0686 -0.6326 0.5791 -0.66 1.95 -0.71
O -1.5794 -1.1390 -0.3888 1.31 -0.36 -1.20
H -1.0699 1.1632 0.9118 0.24 0.72 0.04
H -2.6070 1.2449 -0.0669 0.35 0.23 1.07
H -2.7047 1.0313 1.8722 1.23 -0.02 -2.36
H -2.6955 -1.2641 1.1202 -1.15 -1.25 1.93
O 0.8464 -0.6690 -1.7536 0.69 -0.18 0.35
H 0.8679 -0.0053 -2.4480 -0.14 0.06 0.03
H -0.0524 -1.0015 -1.7027 -0.61 0.12 0.27
```
Positions in Å, forces in eV/Å.

SMILES = O=[Si](O)O.CC=O.O
multiplicity = 1
ΔE to the lowest compared entry with this formula, charge and spin = 47.8 kcal per mole
net charge = 0
DFT total energy = -746.78880 Ha
E_HOMO = -0.3643 hartree
LUMO energy = 0.2 eV

---

Record 3
The following is a quantum chemistry calculation of C13H15CuN2O6S3 as an isolated structure at a distorted geometry, from OMol25.

```
40
Properties=species:S:1:pos:R:3:forces:R:3
Cu -0.2075 -0.1362 -0.5173 -0.07 -0.15 0.01
C -0.4702 -3.1230 -3.4108 0.06 0.04 0.00
C -0.8436 -1.7195 -3.8671 0.09 -0.04 0.17
S -1.2466 -0.5027 -2.5991 -0.19 0.17 0.18
C -2.6267 -1.2220 -1.6655 0.07 -0.04 -0.05
C -2.3623 -2.3536 -0.6581 0.02 -0.02 0.10
S -1.0125 -2.0626 0.5355 0.02 0.17 -0.15
C 0.0520 -3.5333 0.4241 -0.09 0.07 0.06
C 0.2365 -4.2180 -0.9187 0.09 0.07 -0.05
S 0.9181 -3.1765 -2.2385 -0.01 0.02 0.01
H -0.1960 -3.7092 -4.2864 -0.02 -0.02 -0.06
H -1.3253 -3.6133 -2.9520 -0.01 -0.01 -0.05
H -1.6947 -1.7661 -4.5471 0.00 -0.04 -0.06
H -0.0183 -1.2526 -4.4069 0.00 -0.04 -0.03
H -3.3888 -1.5564 -2.3726 -0.02 0.01 0.02
H -3.0176 -0.3534 -1.1340 -0.02 0.02 0.01
H -2.1757 -3.3054 -1.1452 -0.02 0.03 -0.03
H -3.2674 -2.4692 -0.0648 -0.08 -0.04 -0.02
H -0.3244 -4.2574 1.1467 0.03 -0.06 0.00
H 1.0084 -3.1627 0.7934 0.03 -0.06 0.02
H -0.6896 -4.6621 -1.2778 0.00 -0.05 0.02
H 0.9319 -5.0417 -0.7669 0.02 -0.07 0.02
O -2.3460 2.7909 1.4882 0.03 -0.20 -0.05
C -1.3690 2.2182 1.0307 -0.13 0.13 -0.21
O -1.3734 1.2664 0.1726 0.07 0.12 0.06
C -0.0049 2.7104 1.5018 0.10 -0.10 0.07
C 0.0340 3.5947 2.5704 -0.02 0.11 0.18
C 1.2543 4.0408 3.0374 -0.06 -0.03 0.16
C 2.4553 3.6560 2.4795 0.23 0.06 0.02
C 2.3882 2.7868 1.4137 -0.06 0.25 -0.29
C 1.1863 2.3130 0.9200 0.01 0.06 -0.06
N 3.6465 2.3423 0.7783 0.07 -1.06 0.94
O 3.5680 1.4617 -0.0590 -0.06 0.40 -0.31
O 4.6857 2.7437 1.2577 -0.03 0.37 -0.34
N 1.2878 4.9736 4.1885 -0.03 0.38 -0.20
O 0.2248 5.3076 4.6676 0.11 -0.15 0.04
O 2.3746 5.3862 4.5454 -0.10 -0.19 0.02
H -0.8916 3.9213 3.0225 0.01 -0.02 -0.02
H 3.3995 4.0182 2.8555 -0.03 0.00 0.01
H 1.2001 1.6647 0.0587 0.00 -0.11 -0.10
```
Positions in Å, forces in eV/Å.

multiplicity = 1
ΔE to the lowest compared entry with this formula, charge and spin = 28.6 kcal per mole
net charge = 0
DFT total energy = -3900.20515 Ha
E_HOMO = -0.3278 hartree
LUMO energy = -0.7 eV

---

Record 4
The following is a quantum chemistry calculation of a 6-piece molecular cluster, H14NO5 overall at a distorted geometry, from OMol25.

```
20
Properties=species:S:1:pos:R:3:forces:R:3
N -0.2160 0.2812 0.0536 4.52 -13.97 -1.39
H -0.4090 -0.4561 0.7651 -1.35 1.40 -0.07
H -0.3750 1.1113 0.1843 -1.84 11.52 3.20
H -0.7433 0.0448 -0.7788 0.06 -0.69 -0.59
H 0.8184 -0.0704 0.0630 -1.44 1.75 -1.40
O 0.3295 -2.3866 -0.7780 -4.17 -0.43 1.43
H 1.1423 -2.7522 -0.8964 4.41 -0.85 -1.01
H -0.0924 -3.2358 -0.4734 -0.30 1.40 -0.33
O 1.6427 1.6510 2.1508 -3.72 3.72 -3.49
H 0.9586 1.9511 2.7640 -0.37 0.77 -0.55
H 2.0205 1.1200 2.7242 4.01 -4.59 4.00
O -2.5820 1.5359 1.4181 2.22 2.72 1.32
H -3.0808 0.8527 1.8180 -0.95 -0.98 0.81
H -2.2588 2.1429 2.1910 -1.19 -1.74 -2.11
O 3.0213 -0.6538 -1.1707 -0.42 2.09 -0.71
H 3.7121 -1.1449 -0.7752 1.09 -1.12 0.74
H 3.5023 0.1803 -1.4073 -0.83 -0.93 0.11
O -2.5477 0.2936 -2.3423 1.05 -2.48 -1.51
H -3.0837 -0.5159 -2.5955 0.28 1.47 0.77
H -1.7588 0.0512 -2.9145 -1.06 0.94 0.77
```
Positions in Å, forces in eV/Å.

multiplicity = 1
ΔE to the lowest compared entry with this formula, charge and spin = 79.4 kcal per mole
net charge = +1
DFT total energy = -439.04339 Ha
E_HOMO = -0.5536 hartree
LUMO energy = -3.2 eV

---

Record 5
The following is a quantum chemistry calculation of C15H18MoN8O2 as an isolated structure at a distorted geometry, from OMol25.

```
44
Properties=species:S:1:pos:R:3:forces:R:3
N 0.3152 -1.6318 -3.8655 0.51 -1.39 0.71
C 0.7029 -2.7270 -3.7915 -0.55 1.38 -0.19
C 1.1905 -4.1036 -3.7077 0.12 -0.23 -0.09
H 2.2047 -4.1690 -4.1246 -0.27 0.04 0.10
H 0.5462 -4.7695 -4.2970 0.11 0.20 0.17
H 1.2030 -4.4458 -2.6611 -0.04 0.11 -0.40
N -3.2049 0.3015 2.0680 0.79 0.02 -1.22
C -3.9040 -0.0717 2.9116 0.34 0.23 -0.19
C -4.7498 -0.5259 3.9954 -0.20 -0.04 0.15
H -5.7234 -0.8398 3.5956 0.16 0.05 0.02
H -4.9063 0.2875 4.7185 0.09 -0.11 -0.19
H -4.2810 -1.3788 4.5077 -0.04 0.19 -0.16
N 3.2855 1.0053 1.0001 -0.47 2.01 -0.05
C 3.2766 2.1638 1.1202 0.43 -1.77 -0.12
C 3.3410 3.6046 1.2837 -0.03 0.25 0.10
H 3.4126 3.8475 2.3491 0.02 0.00 -0.16
H 2.4368 4.0589 0.8659 0.23 0.07 0.08
H 4.2228 4.0004 0.7667 -0.17 -0.07 0.09
Mo -1.6385 0.6731 0.1477 1.83 -6.39 7.08
C -0.0259 0.4984 1.8909 2.07 0.50 3.88
O 0.6649 0.4840 2.8104 -2.74 0.02 -3.68
C -1.5758 -1.7322 0.4928 -0.40 -3.58 1.17
O -1.5629 -2.8323 0.8166 -0.02 4.17 -1.34
C -2.4750 0.6978 -1.8265 -0.93 0.42 -2.48
C -1.0974 0.9728 -1.8723 -0.58 -0.32 -1.96
C -0.5708 2.0178 -1.0884 0.72 1.18 0.25
C -1.4335 2.7669 -0.2604 -0.35 2.64 -0.72
C -2.7953 2.4277 -0.1448 0.20 2.19 0.42
C -3.3183 1.3842 -0.9347 -1.33 -0.92 -0.93
H -2.8713 -0.1062 -2.4433 -0.04 0.02 -0.01
H -0.4486 0.3744 -2.5073 0.08 -0.42 -0.13
H 0.4984 2.2154 -1.1044 -0.06 0.05 0.15
H -1.0299 3.5873 0.3281 -0.07 -0.04 0.02
H -3.4203 2.9287 0.5944 0.11 -0.02 -0.11
H -4.3514 1.0702 -0.8137 0.02 0.02 -0.08
N 4.3188 -0.8672 -1.2123 -2.81 -2.76 0.83
N 3.2722 -1.4290 -0.5040 2.23 2.30 1.21
N 3.5007 -1.7696 0.7834 -1.39 -0.50 -0.21
C 2.2770 -1.6584 1.2963 2.69 -1.10 0.43
N 1.3665 -1.2074 0.4083 0.84 1.00 -3.36
N 2.0125 -0.9778 -0.7172 -1.99 -0.31 1.03
H 4.0982 -0.8340 -2.2016 -0.08 0.70 -0.65
H 5.1661 -1.3804 -0.9983 1.00 0.22 0.48
H 2.0711 -1.9110 2.3251 -0.01 0.00 0.05
```
Positions in Å, forces in eV/Å.

multiplicity = 3
net charge = +4
DFT total energy = -1237.21072 Ha
E_HOMO (alpha / beta) = -0.7920 / -0.7920 hartree
LUMO energy (alpha / beta) = -17.5 / -17.2 eV

---

Record 6
The following is a quantum chemistry calculation of C18H29CeN2 as an isolated structure at a distorted geometry, from OMol25.

```
50
Properties=species:S:1:pos:R:3:forces:R:3
C 1.6238 1.9977 -1.2681 1.21 1.69 -1.35
H 2.5204 2.5549 -0.9384 -0.48 -0.55 -0.18
H 1.8172 1.3499 -2.1738 -0.18 0.76 0.72
H 1.9266 0.7663 0.5886 1.06 -0.19 0.22
C 0.3971 2.9246 -1.4034 0.13 0.91 -0.61
H -0.5092 2.3852 -1.8056 0.51 0.56 0.01
H 0.1179 3.3297 -0.4059 0.08 -0.30 -0.12
C 0.7055 4.1773 -2.2929 -0.48 -0.53 -0.04
H -0.1625 4.8459 -2.3389 0.17 -0.21 0.08
H 1.5523 4.7416 -1.8995 -0.07 -0.18 0.07
H 0.9409 3.8623 -3.3127 0.02 0.03 0.13
C -0.7573 -1.7828 -0.4286 0.42 -1.36 -0.68
C -1.4139 -0.9558 -1.4082 0.75 -0.52 -2.16
C -0.4454 -0.6422 -2.4356 -1.78 -0.69 0.94
C 0.8052 -1.2657 -2.0735 -0.02 -0.93 0.84
C 0.6145 -1.9560 -0.8308 -0.45 0.28 -0.51
C 1.6474 -2.6927 -0.0454 0.39 -0.24 0.36
C 2.0882 -1.1743 -2.8290 0.19 -0.12 -0.11
C -0.7085 0.1298 -3.6840 -0.10 0.12 -0.23
C -2.8888 -0.6969 -1.4556 0.11 0.38 0.12
C -1.4270 -2.5012 0.6993 0.11 0.50 0.33
Ce 0.3173 0.5987 -0.3002 -1.34 0.36 2.60
H 2.9220 -1.5436 -2.2237 -0.13 0.13 -0.19
H 2.0665 -1.7768 -3.7512 -0.15 0.11 0.26
H 2.3065 -0.1458 -3.1361 0.03 -0.33 -0.13
H 2.6511 -2.3989 -0.3560 -0.04 -0.11 0.03
H 1.5734 -2.4545 1.0250 -0.05 -0.13 -0.21
H 1.5862 -3.7937 -0.1318 -0.16 0.51 -0.10
H -2.2538 -1.9139 1.0935 -0.20 -0.02 -0.06
H -1.8272 -3.4901 0.4305 0.21 0.27 -0.25
H -0.7393 -2.6422 1.5312 0.13 -0.16 -0.01
H -3.1101 0.1268 -2.1323 -0.12 -0.04 -0.03
H -3.4545 -1.5757 -1.8029 0.30 0.18 0.13
H -3.2703 -0.4210 -0.4702 -0.12 -0.09 -0.01
H 0.0273 0.9292 -3.8425 -0.15 -0.15 -0.07
H -0.6610 -0.5318 -4.5598 0.04 0.11 0.17
H -1.7128 0.5671 -3.6686 0.27 -0.02 -0.06
N -0.7082 -0.0138 6.1826 7.52 -2.82 -0.47
C -0.4687 0.0041 4.8586 -1.86 0.77 0.28
C 0.7311 -0.3842 4.2550 1.00 -0.40 0.14
C 0.9082 -0.2257 2.9019 -0.60 0.41 -0.06
N -0.0582 0.3172 2.0932 0.17 -0.70 0.29
C -1.2637 0.5931 2.6529 0.13 0.00 0.81
C -1.5180 0.4623 4.0107 0.52 0.01 -1.18
H 0.1381 -0.3465 6.8161 -2.82 1.06 -1.63
H -1.4932 0.2652 6.6000 -3.68 1.32 1.75
H 1.5414 -0.7826 4.8838 -0.37 0.17 -0.47
H 1.8354 -0.5036 2.3955 -0.24 0.17 0.37
H -2.0314 0.9522 1.9577 0.08 -0.02 0.37
H -2.4788 0.7311 4.4288 0.00 -0.01 -0.10
```
Positions in Å, forces in eV/Å.

multiplicity = 2
ΔE to the lowest compared entry with this formula, charge and spin = 88.9 kcal per mole
net charge = +2
DFT total energy = -1287.20518 Ha
E_HOMO (alpha / beta) = -0.5441 / -0.5428 hartree
LUMO energy (alpha / beta) = -7.1 / -9.6 eV

---

Question: Among the records above, which one has the lowest net charge?
Answer: C3H4O2P